[1]
Here is an isolated molecule of C21H21NO4 from the OMol25 dataset. Energies are from wB97M-V/def2-TZVPD.

Geometry as XYZ:
```
47
Properties=species:S:1:pos:R:3:forces:R:3:mulliken_charge:R:1
C -5.411 -3.035 0.313 -0.034 0.008 0.052 -1.5046
C -5.578 -1.580 -0.003 -0.050 0.090 -0.072 0.6937
C -6.774 -1.109 -0.535 -0.014 -0.034 0.003 -0.6365
C -6.941 0.238 -0.799 -0.006 -0.059 0.009 -0.4862
C -5.917 1.133 -0.553 0.345 0.125 0.077 -0.7957
C -4.713 0.670 -0.033 -0.400 -0.215 -0.053 0.4076
O -3.754 1.608 0.249 -0.166 0.163 0.023 -0.5040
C -2.425 1.289 0.160 0.572 -0.048 0.008 0.2415
C -1.914 0.424 -0.803 -0.238 0.175 0.034 -0.2578
C -0.554 0.203 -0.875 0.112 0.081 0.155 -0.6670
C 0.321 0.843 0.000 -0.341 0.136 0.085 0.6059
N 1.690 0.584 -0.146 0.034 -0.167 -0.346 0.1190
C 2.705 0.916 0.693 0.424 -0.173 -0.128 0.1513
O 2.575 1.557 1.714 -0.048 0.171 0.208 -0.6848
C 4.093 0.478 0.225 -0.100 0.197 -0.080 0.1724
C 4.656 1.535 -0.732 0.022 -0.087 0.127 -0.8762
C 5.972 1.101 -1.300 -0.061 0.186 -0.076 -0.4368
C 6.423 -0.140 -1.233 0.115 -0.155 0.005 -0.5329
C 5.660 -1.266 -0.604 -0.133 0.033 -0.031 -0.8905
C 4.180 -0.897 -0.459 0.180 -0.071 0.342 0.1837
C 3.408 -1.917 0.346 -0.368 -0.143 -0.514 -0.0608
O 2.350 -2.384 0.010 -0.076 -0.092 -0.048 -0.5824
O 4.005 -2.232 1.495 0.471 0.014 0.530 -0.4633
C -0.191 1.721 0.951 0.181 0.000 0.028 -0.3862
C -1.552 1.937 1.029 -0.449 -0.197 -0.230 -0.9973
C -4.553 -0.682 0.249 0.115 0.173 0.077 -0.1234
H -5.797 -3.651 -0.496 0.006 -0.085 -0.022 0.3616
H -4.365 -3.282 0.477 0.052 -0.074 0.013 0.3384
H -5.967 -3.287 1.217 0.000 -0.087 0.048 0.3182
H -7.576 -1.804 -0.736 -0.088 -0.079 -0.031 0.4057
H -7.875 0.595 -1.206 -0.073 0.039 -0.033 0.3862
H -6.030 2.186 -0.754 0.006 0.121 -0.026 0.4461
H -2.580 -0.067 -1.496 -0.017 -0.036 -0.034 0.5209
H -0.164 -0.477 -1.619 0.043 -0.082 -0.083 0.3472
H 1.899 -0.045 -0.908 0.092 0.054 0.186 0.0579
H 4.719 0.454 1.122 -0.133 0.006 -0.039 0.4766
H 4.779 2.478 -0.195 -0.065 -0.003 -0.017 0.4592
H 3.949 1.721 -1.549 -0.035 0.057 0.045 0.3412
H 6.555 1.873 -1.781 0.162 0.015 -0.094 0.4011
H 7.390 -0.397 -1.641 0.144 0.084 -0.076 0.3918
H 5.761 -2.165 -1.217 0.007 -0.018 0.058 0.4671
H 6.081 -1.492 0.380 -0.030 -0.081 -0.045 0.3953
H 3.735 -0.850 -1.459 -0.049 -0.081 0.121 0.4584
H 3.459 -2.851 2.006 -0.125 0.096 -0.262 0.3793
H 0.478 2.220 1.632 0.013 0.013 0.010 0.5217
H -1.958 2.615 1.762 -0.049 0.074 0.087 0.4228
H -3.623 -1.030 0.678 0.054 -0.042 0.012 0.4147
```
Positions in Å, forces in eV/Å.

## Properties
Molecular weight in g/mol: 351.4
LUMO in eV: 0.597
HOMO in eV: -7.915
Gap between HOMO and LUMO in eV: 8.512

---

[2]
Here is an isolated molecule of C21H21NO5S2 from the OMol25 dataset. Energies are from wB97M-V/def2-TZVPD.

Geometry as XYZ:
```
50
Properties=species:S:1:pos:R:3:forces:R:3:mulliken_charge:R:1
C -5.033 -1.291 2.417 -0.023 0.055 0.040 -1.6086
C -4.144 -0.507 1.502 0.083 -0.004 -0.043 0.9812
C -2.801 -0.319 1.817 -0.040 0.075 -0.091 -0.7580
C -1.975 0.406 0.977 0.049 0.109 0.154 0.0527
C -2.501 0.944 -0.181 0.433 0.279 -0.311 -0.2626
S -1.408 1.749 -1.330 0.007 0.118 -0.317 1.2373
O -2.079 2.792 -2.045 -0.248 -0.124 -0.106 -0.7617
O -0.174 2.076 -0.665 -0.140 -0.201 0.185 -0.4179
N -1.158 0.479 -2.440 -0.457 0.719 0.432 -0.3260
C -0.518 -0.599 -1.780 0.597 -0.710 0.198 -0.5300
C -1.307 -1.619 -1.250 0.394 -0.218 -0.080 -0.2056
C -0.773 -2.606 -0.447 0.152 -0.014 0.061 0.8570
C -1.616 -3.693 0.139 0.130 0.000 0.001 -1.8028
C 0.601 -2.566 -0.130 -0.111 0.047 -0.052 0.8959
O 1.091 -3.489 0.712 -0.070 -0.138 0.074 -0.6310
C 1.381 -1.561 -0.692 0.751 0.119 0.249 -0.6001
S 3.069 -1.249 -0.171 -0.232 -0.080 -0.106 1.5603
O 3.403 -2.234 0.846 -0.226 0.198 0.143 -0.8737
O 3.947 -1.153 -1.301 -0.145 0.340 -0.049 -0.7314
C 2.843 0.363 0.565 0.126 -0.481 -0.255 -0.2180
C 2.005 0.469 1.658 -0.027 -0.012 0.203 -0.4245
C 1.655 1.724 2.121 0.058 -0.124 -0.057 -0.6383
C 2.124 2.870 1.486 0.135 -0.015 -0.023 0.9674
C 1.675 4.224 1.932 -0.058 -0.004 -0.050 -1.5260
C 2.984 2.736 0.401 -0.057 -0.053 0.114 -0.6575
C 3.340 1.485 -0.067 0.163 -0.100 -0.159 -0.3283
C 0.837 -0.589 -1.512 -0.372 -0.079 -0.231 -0.6414
C -3.831 0.783 -0.512 -0.112 0.067 -0.072 -0.6740
C -4.651 0.060 0.336 0.102 0.035 -0.050 -0.7178
H -5.873 -1.716 1.874 -0.067 -0.060 0.006 0.3936
H -4.480 -2.092 2.902 -0.007 -0.081 0.052 0.3718
H -5.430 -0.639 3.195 -0.060 -0.012 0.077 0.3423
H -2.402 -0.752 2.722 0.063 -0.061 0.103 0.4470
H -0.930 0.562 1.194 0.157 -0.059 0.075 0.5550
H -0.626 0.846 -3.219 0.002 0.193 -0.156 0.5186
H -2.364 -1.621 -1.469 -0.159 0.005 0.004 0.4961
H -1.364 -4.647 -0.321 -0.047 -0.133 0.025 0.4103
H -2.672 -3.490 -0.016 -0.094 -0.002 -0.007 0.3633
H -1.412 -3.786 1.203 -0.074 -0.070 0.102 0.3454
H 2.034 -3.276 0.904 -0.200 -0.057 -0.037 0.4445
H 1.635 -0.428 2.131 -0.107 -0.075 0.115 0.4742
H 0.994 1.819 2.970 -0.051 0.005 0.099 0.3458
H 0.799 4.508 1.349 -0.076 0.101 0.004 0.2723
H 2.449 4.968 1.766 0.018 0.079 0.021 0.4047
H 1.399 4.222 2.984 -0.017 0.050 0.063 0.3755
H 3.356 3.620 -0.094 0.052 0.087 -0.049 0.4138
H 3.988 1.358 -0.920 0.061 0.057 -0.121 0.5245
H 1.478 0.188 -1.898 -0.013 0.222 -0.020 0.4119
H -4.198 1.224 -1.424 -0.142 0.016 -0.124 0.4614
H -5.694 -0.076 0.088 -0.101 -0.011 -0.033 0.4114
```
Positions in Å, forces in eV/Å.

## Properties
Molecular weight in g/mol: 431.5
LUMO in eV: 0.272
HOMO in eV: -8.801
Gap between HOMO and LUMO in eV: 9.073